70
Properties=species:S:1:pos:R:3:lowdin_charge:R:1 method="wB97M-V/def2-TZVPD" lumo_ev="-2.626 / -8.682" gap_ev="10.017 / 3.957" e_above_lowest_kcal_mol=0.0 spin_multiplicity=2 homo_ev="-12.642 / -12.638" total_charge=+1
C 8.9930 6.1505 -4.7564 -0.11
C 7.6218 6.2643 -5.3410 -0.15
C 7.4112 5.0288 -6.2209 -0.02
O 8.3030 4.0861 -5.5711 0.14
C 9.3127 4.6231 -4.8061 -0.08
H 9.0434 6.5771 -3.7546 0.14
H 9.6252 6.6978 -5.4557 0.12
H 7.5365 7.2441 -5.8110 0.10
H 6.8589 6.2970 -4.5632 0.13
H 7.7294 5.3483 -7.2132 0.15
H 6.3900 4.6670 -6.3409 0.16
H 10.2939 4.3649 -5.2044 0.17
H 9.1350 4.2892 -3.7838 0.18
C 7.7566 6.4182 -10.0494 -0.14
C 6.3553 6.1490 -10.6518 -0.14
C 5.2571 6.7367 -9.7683 -0.17
O 6.0608 7.1945 -8.6440 -0.18
C 7.4088 7.5376 -8.9924 -0.19
H 8.4372 6.8830 -10.7628 0.11
H 8.1562 5.4984 -9.6224 0.09
H 6.2326 5.0970 -10.9097 0.12
H 6.3580 6.7568 -11.5566 0.11
H 4.4855 6.0334 -9.4551 0.10
H 4.6497 7.5316 -10.2010 0.12
H 8.0604 7.4691 -8.1213 0.07
H 7.5990 8.5525 -9.3416 0.12
C 3.6216 7.0258 -6.2388 -0.14
C 3.5207 8.2926 -5.4156 -0.15
O 2.2941 8.0369 -4.6552 -0.22
S 1.0862 7.2869 -5.5997 0.78
O 0.4175 8.2174 -6.5186 -0.25
O 0.2728 6.2938 -4.8380 -0.25
O 2.2611 6.4560 -6.4082 -0.25
H 4.2807 6.3168 -5.7377 0.11
H 3.9970 7.1836 -7.2499 0.11
H 3.3177 9.0992 -6.1201 0.13
H 4.3848 8.5821 -4.8176 0.12
C 13.4267 4.2056 -9.5916 -0.13
C 12.4253 4.0566 -10.7900 -0.17
O 11.3155 4.9496 -10.6101 -0.20
S 11.1751 5.3580 -8.9606 0.76
O 10.5403 4.2650 -8.2309 -0.27
O 10.6792 6.7385 -8.7571 -0.26
O 12.8308 5.2227 -8.7592 -0.22
H 14.3789 4.5453 -9.9993 0.13
H 13.4920 3.2209 -9.1289 0.13
H 12.1316 3.0167 -10.9329 0.13
H 12.8562 4.3721 -11.7402 0.13
C 8.9811 11.5409 -7.3598 -0.17
C 9.6677 10.1691 -7.2074 -0.12
O 8.7505 9.3315 -6.4464 -0.26
S 7.7115 10.2475 -5.5482 0.74
O 8.1933 10.2843 -4.1589 -0.26
O 6.3101 9.8753 -5.7053 -0.25
O 8.0537 11.7273 -6.2959 -0.18
H 8.4675 11.6953 -8.3088 0.13
H 9.7198 12.3329 -7.2368 0.14
H 10.6211 10.1574 -6.6792 0.14
H 9.6886 9.6441 -8.1625 0.12
C 0.7810 4.9897 -9.0334 -0.15
C 0.5993 6.4637 -9.3396 -0.18
O 0.4965 6.5485 -10.7541 -0.21
S 1.3485 5.3619 -11.5492 0.78
O 2.8103 5.5463 -11.6416 -0.27
O 0.6446 4.9777 -12.8058 -0.25
O 0.9791 4.3468 -10.3039 -0.22
H -0.0978 4.4823 -8.6356 0.14
H 1.5695 4.7166 -8.3321 0.12
H 1.4299 7.1228 -9.0868 0.12
H -0.2714 6.9158 -8.8647 0.13